20
Properties=species:S:1:pos:R:3:mulliken_charge:R:1 method="wB97M-V/def2-TZVPD" charge=0 spin_multiplicity=2 e_tot_ha=-497.9411 e_lumo_ev="0.34 / 0.33" de_lowest_kj_mol=48.2
O 2.04544 2.14522 1.79024 -0.666
H 1.25817 2.13123 2.40243 0.325
H 1.65983 2.23195 0.89703 0.331
C -0.68213 1.40708 -0.44595 -0.777
C -1.05653 0.02681 -0.18786 0.249
C 0.11345 -0.92519 -0.26288 1.042
C 0.04557 -2.16156 -1.17392 -0.772
O 0.75472 -0.91765 -1.52911 -0.482
C 0.98078 -1.21537 0.91009 -1.303
O -1.84804 -0.42973 -1.31453 -0.535
O -1.48848 2.38252 -0.08742 -0.482
H 0.09675 1.61760 -1.17884 0.626
H -1.57666 -0.13343 0.77468 0.321
H 0.74577 -2.97297 -0.93467 0.275
H -0.86550 -2.40365 -1.73142 0.215
H 0.43566 -1.60489 1.77967 0.300
H 1.62950 -2.07347 0.65066 0.361
H 1.54460 -0.34902 1.24814 0.281
H -2.71877 -0.00960 -1.34485 0.317
H -1.07414 3.25413 -0.26148 0.374

---

20
Properties=species:S:1:pos:R:3:mulliken_charge:R:1 method="wB97M-V/def2-TZVPD" charge=0 spin_multiplicity=2 e_tot_ha=-497.8818 e_lumo_ev="0.64 / -1.20" de_lowest_kj_mol=204.0
O 2.20312 -3.83633 -0.43802 -0.579
H 1.68423 -4.63918 -0.55195 0.233
H 3.11293 -3.82076 -1.26175 0.223
C 3.74637 -2.87299 -1.78998 -0.403
C 3.63789 -1.49419 -0.95687 1.218
C 3.79063 -1.72417 0.56340 -1.686
C 2.33794 -0.76027 -1.34184 -0.078
C 2.20620 0.69242 -1.77885 -0.628
O 2.27173 -0.40158 -2.75112 -0.409
O 4.82828 -0.89761 -1.46725 -0.603
O 5.08691 -3.20612 -1.80310 -0.483
H 3.36365 -2.65054 -2.82299 0.392
H 3.09245 -2.45912 0.98676 0.311
H 4.81918 -2.02910 0.78615 0.363
H 3.58063 -0.75563 1.02327 0.410
H 1.44766 -1.14770 -0.84113 0.501
H 1.23962 1.13608 -1.67706 0.289
H 3.02077 1.41932 -1.80192 0.192
H 4.75290 0.08078 -1.34529 0.352
H 5.16779 -4.17644 -1.77087 0.383